(1)
Molecular formula: C30H73FN10O8P3S
Method: DFT, wB97M-V/def2-TZVPD

XYZ file:
```
126
Properties=species:S:1:pos:R:3:forces:R:3:lowdin_charge:R:1
S -1.081811 -2.285648 -0.380039 -3.64 -3.11 -0.16 0.847
P 8.884171 2.600226 0.025361 -8.14 1.99 -1.37 0.777
P -1.034142 3.280247 -2.166257 -4.71 2.42 1.48 0.813
P -7.125557 -3.633270 5.062002 -0.23 -3.41 -7.95 0.776
F 0.125146 -3.267557 0.300839 -1.55 1.96 -1.33 -0.212
O -3.784465 0.309457 0.800673 0.71 -0.53 -4.31 0.042
O -8.079774 -2.610565 4.421266 0.60 1.57 4.17 -0.309
O 4.646895 1.734086 -5.416882 -0.78 -0.01 2.13 0.063
O -1.370090 -2.867442 -1.724609 1.33 1.66 2.90 -0.314
O 4.112211 2.988341 -3.540965 -1.07 -3.18 -2.48 0.088
O 8.257331 1.482831 0.877397 4.35 -0.47 0.67 -0.313
O -2.513143 3.528390 -1.749386 3.37 -1.46 -0.89 -0.445
O -2.212706 -2.312534 0.593023 3.72 0.54 -2.47 -0.267
N -6.057371 -4.782584 5.907095 -1.19 1.14 3.08 -0.276
N 7.916020 2.153281 -1.361471 -0.34 -0.70 -1.13 -0.338
N -8.078997 -4.972624 4.468045 -0.87 -0.83 0.11 -0.345
N 8.103938 3.874039 0.907069 0.09 0.72 1.02 -0.311
N 1.389108 -1.632881 -2.305062 -1.06 0.52 -0.78 0.088
N -5.287238 -0.247304 -0.869251 2.51 -1.03 -1.24 -0.138
N -5.830066 -3.291812 3.958978 1.06 0.83 -0.27 -0.306
N 0.474021 0.762143 -2.660773 -0.46 -0.39 0.54 -0.179
N 9.708511 3.834012 -0.960989 2.90 -1.96 0.07 -0.273
N 0.504393 -0.594466 0.773418 -1.06 1.49 -0.66 -0.047
C -5.697044 -1.571904 -0.264311 -1.52 -0.51 0.06 -0.070
C -1.330330 1.867655 3.159989 0.11 -0.46 -0.24 -0.113
C 2.788532 0.879016 -3.870049 0.40 0.62 -0.24 -0.037
C -3.907673 0.093549 -0.434011 -1.67 0.05 3.48 -0.337
C -0.183188 0.228716 -3.902344 -1.64 -0.52 -2.31 -0.086
C 3.911942 1.977766 -4.229179 0.71 1.15 1.03 -0.393
C 8.689831 4.121273 2.231339 -0.10 -0.57 0.13 -0.145
C -2.723986 0.178723 -1.487131 0.35 0.77 -0.94 -0.073
C -0.897645 0.355691 2.758448 0.11 1.18 -1.19 -0.189
C 0.787118 -0.412509 -1.735644 3.42 -1.25 2.66 -0.236
C -0.253899 -0.583914 -0.472084 0.61 0.54 -0.58 -0.326
C -5.349579 -0.470969 -2.344629 0.56 -0.57 -1.23 -0.123
C -0.252554 0.664676 -6.467967 0.52 1.63 0.91 -0.066
C -9.524438 -4.717005 4.368503 0.01 0.36 0.22 -0.154
C -0.615696 1.301668 -5.006349 -0.67 -0.50 -1.51 -0.368
C -0.370032 1.594445 -1.689029 0.57 -1.15 1.74 -0.273
C -5.580215 -4.104934 7.142493 0.71 0.35 0.00 -0.146
C 7.655114 5.157865 0.376889 0.30 0.21 -0.18 -0.138
C 6.720604 2.880732 -1.759015 0.47 0.31 -0.26 -0.153
C 9.853585 3.665499 -2.417478 -0.23 -0.18 -0.52 -0.126
C -2.187428 1.621679 -5.076118 0.60 0.81 -0.55 -0.087
C -7.705065 -5.752220 3.297407 0.35 -0.30 0.35 -0.150
C 11.103839 3.934904 -0.453905 0.22 0.58 0.53 -0.141
C 1.694187 1.612166 -2.945925 2.76 0.41 -1.04 -0.111
C -6.564597 -6.085920 6.370243 -0.37 -0.47 -0.10 -0.127
C -1.303174 0.571420 -0.825182 -1.38 1.69 0.11 -0.150
C -4.827703 -4.231942 3.467774 0.19 -0.17 0.27 -0.134
C 7.601128 0.721924 -1.469187 0.34 0.01 0.32 -0.159
C -5.150376 -2.017103 4.221753 -0.53 0.23 -0.08 -0.146
C 0.317297 0.542360 1.687033 0.28 0.26 2.78 -0.211
H 7.058297 5.687298 1.128455 0.18 -0.28 0.18 0.084
H 0.185087 1.574200 1.225012 0.22 -1.32 0.10 0.096
H -6.697263 -6.792002 5.552659 -0.20 0.30 -0.09 0.067
H -4.239945 -3.770320 2.665294 -0.18 0.29 0.16 0.073
H 6.282428 2.436575 -2.658993 0.20 -0.17 0.19 0.054
H -7.505951 -5.990132 6.918722 0.08 -0.15 -0.04 0.090
H 0.755700 -2.147193 -2.931416 0.12 0.28 0.53 0.085
H 1.447214 2.597092 -3.467950 -0.24 -1.49 0.74 0.135
H -5.142797 -3.127721 6.915842 -0.08 -0.02 -0.12 0.065
H -7.639799 -5.139315 2.391821 0.09 0.02 -0.10 0.087
H -1.814352 1.884024 4.187154 0.49 0.11 -1.42 0.079
H 5.954421 2.883660 -0.975341 -0.10 0.10 0.09 0.090
H -5.872743 -1.229373 4.439475 -0.09 -0.08 0.04 0.074
H -4.575678 -1.688565 3.351588 -0.02 -0.13 -0.01 0.067
H 9.625926 4.685524 2.153398 0.01 0.19 0.13 0.066
H -2.664500 -0.726270 -2.186842 -0.25 1.07 1.30 0.101
H 8.003659 4.684862 2.868059 -0.02 0.01 -0.15 0.080
H -8.437781 -6.547406 3.116241 -0.13 0.26 0.11 0.084
H 8.898744 3.181618 2.744114 0.01 -0.06 -0.11 0.073
H 6.989980 5.066103 -0.471201 0.12 -0.20 -0.22 0.046
H -2.655709 1.964647 -4.098399 0.46 -0.69 -1.16 0.049
H -6.647866 -1.874683 -0.842619 1.41 0.46 1.02 0.101
H -0.268136 4.271454 -1.433424 0.28 -1.08 -0.67 0.051
H -0.415874 2.554019 3.172675 -1.10 -0.97 0.21 0.072
H -5.836718 -6.569548 7.031338 0.15 0.46 0.04 0.085
H -6.389290 -0.763479 -2.712304 1.33 0.64 0.82 0.105
H -6.406184 -3.939211 7.841334 0.15 -0.12 0.14 0.081
H -0.568880 -0.260184 3.653725 -0.35 0.80 -1.21 0.114
H -9.778662 -4.153494 3.460947 -0.04 0.03 0.13 0.079
H 1.638941 -2.302857 -1.562106 -0.07 0.67 -0.31 0.103
H 1.262208 0.617192 2.345741 -1.28 -0.07 -1.26 0.145
H 8.482135 5.818625 0.100394 0.04 0.10 -0.05 0.078
H -0.923801 -0.206995 -6.744548 0.97 1.10 0.32 0.099
H -4.121527 -4.547010 4.242218 0.09 -0.07 0.05 0.077
H 11.635418 4.773063 -0.911027 -0.16 -0.08 -0.02 0.085
H -2.720735 0.748723 -5.572634 0.47 1.04 1.02 0.096
H 5.008827 0.821065 -5.430467 -0.54 0.56 -0.01 0.129
H -2.037647 2.313242 2.366353 0.89 -0.83 1.30 0.081
H -4.465127 -2.099436 5.073565 0.23 0.08 -0.01 0.063
H 1.454297 -0.963842 0.707466 -0.55 0.23 -0.10 0.133
H -1.133036 -0.377458 -3.652508 1.56 1.03 0.17 0.156
H 10.231664 2.673741 -2.681606 -0.04 0.12 -0.11 0.089
H 0.855761 0.407948 -6.428929 -1.45 -0.06 -0.39 0.069
H 0.408669 1.863069 -0.875009 -1.03 -0.22 -1.33 0.129
H 11.122432 4.100205 0.627644 -0.13 -0.05 -0.02 0.068
H -0.346672 1.554291 -7.192908 -0.06 -1.70 0.79 0.105
H -2.298393 2.513227 -5.800297 0.09 -1.38 1.09 0.107
H 2.380517 0.514003 -4.864955 0.37 0.45 1.35 0.107
H -0.936165 3.640230 -3.541557 0.77 -0.63 0.40 0.028
H 8.466031 0.105214 -1.212792 -0.20 0.08 0.07 0.073
H -6.772588 -6.291784 3.450185 0.21 0.15 -0.05 0.052
H -4.663859 -1.364104 -2.613614 -1.04 1.14 0.14 0.096
H -6.005440 -1.489956 0.828008 0.81 -0.03 -1.43 0.104
H -5.252007 -5.115023 3.009443 -0.23 -0.12 0.20 0.047
H 10.546941 4.409970 -2.824081 0.14 -0.01 0.46 0.087
H -10.085276 -5.656966 4.346984 0.29 -0.11 0.00 0.078
H -1.747196 -0.167423 2.211713 0.93 0.64 0.91 0.078
H -4.984328 0.416986 -2.961658 -0.64 -0.99 1.02 0.091
H 11.659741 3.013500 -0.653377 0.14 0.16 -0.10 0.082
H 2.256678 1.920532 -1.991917 -1.25 -0.69 -1.17 0.163
H -4.805399 -4.689351 7.645044 -0.10 -0.03 -0.13 0.083
H 6.947870 3.900436 -2.061592 -0.03 0.15 0.20 0.061
H 7.324841 0.460289 -2.496826 0.04 0.30 -0.07 0.070
H -4.943047 -2.407144 -0.463896 -0.74 1.18 0.47 0.099
H -9.888297 -4.156991 5.233597 0.08 0.01 -0.20 0.071
H 3.269264 -0.005321 -3.330902 -0.65 1.20 -0.71 0.136
H 8.921277 3.846364 -2.949442 -0.08 -0.25 0.25 0.066
H -1.658445 1.291805 -0.000334 0.78 -1.63 -0.48 0.149
H 1.689936 0.026821 -1.162488 -1.48 -0.53 -0.66 0.167
H 6.766768 0.435872 -0.813461 0.09 -0.08 0.03 0.073
H 0.489128 -0.525575 -4.456035 -0.58 1.31 1.45 0.136
H -0.060227 2.290644 -4.988441 -0.42 -1.38 0.36 0.106
H -2.978401 1.066329 -2.180124 0.27 -1.28 1.16 0.099
```
Forces are in eV/Å.

Output
- HOMO energy: -9.217 eV
- Spin multiplicity: 1
- Frontier orbital gap: 6.25 eV
- Total charge: +1

=====

(2)
Molecular formula: C30H73FNO16S2
Method: DFT, wB97M-V/def2-TZVPD

XYZ file:
```
123
Properties=species:S:1:pos:R:3:forces:R:3:lowdin_charge:R:1
S -2.505935 -1.874978 -0.203378 -0.42 -0.28 0.27 0.578
S -0.950928 -2.453180 1.018459 0.50 0.68 0.34 0.810
F -2.532432 -5.269357 0.882244 0.26 0.01 0.34 0.143
O -2.330496 4.937579 -5.945570 -3.90 0.92 3.59 -0.271
O -4.208744 -3.079396 6.132112 0.06 0.04 -0.02 -0.189
O 3.925062 -1.594784 4.566802 -0.04 -0.03 -0.01 -0.204
O 0.401674 1.493781 4.931192 0.11 -0.01 0.05 -0.174
O -3.751965 -4.838043 8.434165 0.06 0.01 -0.10 -0.185
O -0.656965 -1.165405 4.432663 -0.05 -0.33 -0.05 -0.239
O 0.549955 4.402552 -6.618109 0.77 -0.15 -0.01 -0.208
O -1.020203 -2.053655 -4.601514 0.01 0.10 -0.03 -0.197
O 0.175869 -3.637185 -0.909338 0.61 -0.17 -0.27 0.141
O -0.529480 -4.536321 -6.126099 -0.04 0.06 -0.08 -0.181
O 1.987345 3.506096 1.148528 0.05 -0.01 0.06 -0.209
O -0.276405 1.803335 -7.732395 0.13 -0.26 0.01 -0.176
O 1.785551 4.900175 -1.419756 0.06 -0.03 0.01 -0.187
O 6.678660 -2.307578 5.298668 -0.07 -0.05 -0.09 -0.185
O -1.340752 -5.775767 2.707399 -0.15 -0.06 -0.68 0.224
O -1.791867 4.328724 -3.118064 -0.15 -0.03 0.01 -0.188
N -0.316328 -5.225015 0.705342 0.27 -0.06 0.96 0.178
C 1.552871 1.077037 4.210449 -0.02 0.04 -0.04 -0.087
C 0.921789 4.367938 0.780034 -0.04 -0.23 0.04 -0.199
C -0.907548 5.028363 -3.987047 0.20 -0.10 0.23 -0.177
C 0.585964 1.164381 -6.815190 -0.09 0.07 -0.05 -0.104
C -2.050351 -1.700948 -5.511678 -0.01 0.01 0.01 -0.091
C -1.116539 -3.371486 -4.096968 -0.07 0.22 0.17 -0.215
C -0.171659 -4.332355 -4.778702 -0.01 -0.15 -0.09 -0.210
C -4.863729 -3.971343 8.291452 -0.02 -0.14 0.14 -0.203
C -3.394942 -3.925266 5.353461 0.05 0.06 -0.06 -0.121
C 3.757147 -2.881880 4.018893 -0.02 0.00 -0.03 -0.123
C -5.228834 -3.771428 6.842032 -0.08 0.14 -0.07 -0.197
C 0.269849 -3.818392 -7.053205 0.01 -0.03 0.01 -0.095
C 5.914956 -1.296024 5.928277 0.17 -0.07 0.09 -0.204
C -1.144363 2.748837 -7.127283 0.11 0.19 -0.18 -0.184
C 0.130577 -1.663537 5.508591 -0.10 -0.11 0.05 -0.088
C -0.819791 1.230080 4.280697 0.02 0.19 0.10 -0.211
C 4.440616 -1.611578 5.893087 -0.17 0.16 0.02 -0.198
C 1.693238 4.398254 -7.453578 0.00 -0.03 0.16 -0.099
C 2.645929 3.938751 -1.997786 -0.02 0.00 -0.02 -0.104
C 0.692347 4.343217 -0.711689 -0.09 0.27 -0.15 -0.210
C -1.652407 5.799670 -5.047034 0.24 0.48 0.42 -0.152
C -0.663506 4.167224 -7.310838 1.12 -0.01 -1.68 -0.203
C -1.457851 -0.039040 4.791571 -0.06 -0.04 -0.30 -0.191
C 3.201822 4.189711 1.408002 0.01 -0.02 0.03 -0.105
C -3.721104 4.842179 -5.703824 -0.52 0.09 0.16 -0.053
C -1.889544 2.954466 -3.417522 -0.03 0.07 0.12 -0.110
C 7.119948 -1.966886 3.997581 0.03 0.00 0.04 -0.107
C -2.537420 -4.168926 8.709389 -0.02 -0.02 0.03 -0.110
C -0.254153 -3.981771 0.122849 -0.71 0.12 -0.56 -0.617
C -1.398706 -5.474781 1.567768 -0.43 0.00 0.43 -0.535
H 1.718397 5.292283 -8.084905 -0.01 -0.02 -0.04 0.090
H -5.711501 -4.431390 8.806679 -0.01 0.02 0.01 0.130
H -2.358860 -3.351998 8.003767 0.00 0.01 0.01 0.072
H 1.724530 3.509676 -8.088507 -0.02 0.00 -0.03 0.085
H -2.537969 -3.333855 5.020902 -0.01 0.02 0.00 0.067
H -0.966072 2.426285 -3.143899 0.01 -0.02 -0.09 0.086
H -2.353519 6.497347 -4.580318 -0.04 -0.04 -0.06 0.138
H 0.683811 -0.867928 6.008383 -0.02 0.05 -0.03 0.093
H 1.470214 0.033584 3.898143 0.07 0.03 -0.04 0.071
H 4.656796 -3.491203 4.130202 0.00 -0.03 0.00 0.088
H -0.851139 -3.309512 -3.036276 -0.02 -0.16 0.01 0.085
H 2.402338 1.168401 4.882745 0.02 0.03 0.02 0.091
H 1.114174 5.390186 1.115770 0.03 0.03 -0.01 0.131
H 3.450851 4.883188 0.602327 0.00 0.01 0.00 0.086
H -6.138695 -3.168297 6.781123 0.00 -0.01 0.00 0.128
H 0.018080 4.010626 1.285265 -0.01 0.03 0.00 0.123
H -4.231913 5.768218 -5.987030 0.01 -0.02 0.04 0.099
H -0.206271 4.332180 -4.456629 -0.02 0.11 0.01 0.115
H -4.662740 -3.006269 8.765092 0.00 0.04 0.00 0.128
H 2.949296 3.181108 -1.270436 0.00 -0.01 -0.01 0.082
H -2.439262 -0.165749 4.322843 -0.01 -0.02 0.04 0.124
H -2.145856 -3.736543 -4.176854 -0.01 -0.05 -0.02 0.132
H -2.095747 2.785542 -4.477389 -0.06 -0.03 0.19 0.061
H -1.737081 -4.900584 8.618716 0.01 -0.03 0.02 0.090
H 1.107293 1.886705 -6.182070 0.02 0.02 0.03 0.083
H 1.721998 1.713786 3.334886 -0.05 -0.02 -0.01 0.083
H 0.501558 3.318699 -1.048224 -0.01 -0.04 0.01 0.121
H 6.235453 -1.239487 6.972522 0.00 0.03 0.00 0.130
H 2.913084 -3.404304 4.491506 0.06 -0.03 0.00 0.074
H 2.567400 4.403661 -6.805860 0.08 0.03 0.02 0.086
H 6.102746 -0.324424 5.462743 -0.01 0.04 -0.01 0.129
H -3.027872 -4.779055 5.927675 -0.01 -0.04 -0.04 0.091
H 3.899329 -0.851400 6.464572 0.00 -0.01 0.01 0.124
H -0.207440 -3.907642 -8.025576 -0.01 -0.03 -0.02 0.094
H 0.025709 0.471740 -6.176410 0.07 -0.03 0.09 0.065
H -0.504498 -2.175935 6.238871 0.02 0.03 0.03 0.083
H -1.488677 2.074854 4.470892 -0.01 -0.02 -0.01 0.132
H -0.549146 4.387813 -8.375579 0.28 -0.24 -0.22 0.136
H -0.329371 5.726619 -3.374341 0.00 0.01 -0.04 0.131
H -5.429176 -4.738331 6.372442 -0.01 -0.04 -0.01 0.128
H 0.343248 -2.761163 -6.787411 0.01 0.01 0.00 0.081
H -0.227699 -5.302060 -4.271216 0.02 0.03 0.03 0.128
H -3.933682 4.623226 -4.654160 0.02 0.00 -0.03 0.091
H 1.321217 0.600717 -7.386106 -0.02 -0.03 -0.04 0.092
H -1.414887 4.849383 -6.901046 1.84 -0.88 -2.35 0.022
H -2.125216 2.642290 -7.600504 -0.05 0.00 0.00 0.133
H -1.256592 2.534501 -6.059063 0.09 -0.08 -0.18 0.091
H 6.298772 -1.599594 3.376217 0.00 0.02 -0.01 0.082
H -2.156965 -2.437628 -6.309352 0.00 -0.02 0.00 0.092
H 3.529846 4.464768 -2.351299 0.00 0.03 -0.03 0.093
H -3.008853 -1.590019 -4.991973 -0.02 -0.06 -0.02 0.089
H -1.564313 -2.846850 2.155335 -0.34 -0.04 -0.04 -0.017
H -0.670637 1.154647 3.197133 0.00 0.02 -0.05 0.122
H 1.274900 -4.247333 -7.112980 0.01 0.03 0.02 0.092
H 7.530486 -2.869012 3.549297 0.03 -0.02 0.01 0.090
H 0.856051 -3.965137 -4.698313 0.03 0.03 0.02 0.130
H 7.906417 -1.206766 4.038379 -0.02 0.03 -0.02 0.092
H 3.986238 3.439523 1.486235 0.00 -0.03 0.02 0.089
H 2.165604 3.447221 -2.852357 0.00 -0.02 0.01 0.083
H 4.256132 -2.582897 6.360819 0.00 -0.03 0.01 0.129
H -3.941460 -4.287558 4.471909 0.03 -0.08 0.03 0.087
H -2.532448 -3.768236 9.728096 0.00 0.04 -0.01 0.093
H -4.102219 4.031284 -6.321238 0.01 -0.03 -0.05 0.095
H -1.607010 0.003440 5.871850 0.06 -0.01 0.04 0.134
H -1.779046 -0.742633 -5.946091 -0.01 0.03 -0.03 0.073
H -2.712735 2.551779 -2.827926 -0.02 -0.01 0.03 0.089
H 0.843183 -2.379127 5.100215 -0.02 0.01 -0.06 0.075
H -1.629596 -1.509189 -1.143396 0.23 0.25 -0.19 -0.135
H -0.931334 6.381556 -5.628087 0.00 -0.04 0.01 0.141
H 3.145126 4.740242 2.352745 0.00 0.03 -0.02 0.091
H 0.544382 -5.471871 1.187030 0.33 -0.26 -0.31 0.187
H 3.546273 -2.755689 2.956210 -0.01 0.01 -0.01 0.084
H -0.189655 4.943542 -0.951860 -0.05 -0.06 0.02 0.121
```
Forces are in eV/Å.

Output
- HOMO energy: -9.932 eV
- Spin multiplicity: 1
- Frontier orbital gap: 4.57 eV
- Total charge: +1

=====

Total energy
In order: -104976.18036; -90913.20771
Unit: eV